# 1
{"formula": "C25H40BrCl3N3O3PdSi", "method": "ωB97M-V/def2-TZVPD", "species": ["C", "C", "H", "H", "H", "C", "C", "H", "H", "H", "H", "Pd", "Cl", "Cl", "C", "O", "N", "C", "C", "H", "H", "H", "H", "H", "H", "H", "H", "H", "C", "C", "N", "H", "C", "O", "H", "H", "H", "H", "O", "C", "C", "C", "H", "C", "H", "C", "H", "C", "C", "H", "H", "H", "Si", "Cl", "C", "C", "C", "H", "H", "H", "H", "H", "H", "H", "H", "H", "Br", "C", "C", "C", "C", "N", "C", "H", "H", "H", "H"], "coordinates": [[3.063, -2.496, -1.756], [2.631, -1.638, -2.906], [2.344, -3.310, -1.568], [3.143, -1.890, -0.852], [4.050, -2.942, -1.941], [2.512, -2.148, -4.142], [2.646, -3.588, -4.497], [2.375, -1.501, -5.005], [1.933, -4.190, -3.910], [3.665, -3.968, -4.328], [2.443, -3.744, -5.566], [0.934, 0.240, 2.620], [2.870, 1.437, 2.861], [0.452, 1.012, 0.510], [-0.290, 3.396, 2.623], [-1.076, 2.756, 3.325], [-0.632, 4.390, 1.777], [-2.018, 4.696, 1.515], [0.373, 5.140, 1.043], [0.797, 3.217, 2.603], [-2.633, 4.290, 2.322], [-2.315, 4.244, 0.555], [-2.109, 5.788, 1.465], [1.309, 5.090, 1.614], [0.023, 6.178, 0.940], [0.573, 4.711, 0.046], [-0.332, -5.377, 2.995], [-1.822, -3.944, 0.215], [-1.407, -5.226, 2.846], [-2.468, -3.798, 1.100], [-1.680, -3.894, 2.325], [-1.903, -5.381, 3.810], [-1.022, -2.822, 2.839], [-0.805, -1.747, 2.256], [-2.943, -2.815, 1.043], [-0.683, -3.021, 3.881], [-1.775, -5.964, 2.131], [-3.262, -4.557, 1.161], [1.515, -0.127, -1.447], [2.265, -0.181, -2.584], [0.708, 0.137, -4.638], [1.672, 0.640, -3.759], [0.302, -0.870, -4.522], [0.266, 0.915, -5.721], [3.183, 0.350, -2.244], [2.152, 1.942, -3.922], [-0.546, 0.557, -6.358], [0.774, 2.201, -5.897], [1.730, 2.708, -5.009], [2.843, 2.366, -3.185], [0.399, 2.824, -6.709], [2.079, 3.737, -5.095], [-0.925, -0.196, -1.228], [-0.307, -2.178, -1.453], [-2.205, -0.876, -2.701], [-1.030, 1.535, -2.133], [-2.149, 0.036, 0.213], [-1.655, -1.104, -3.626], [-3.000, -0.145, -2.922], [-2.633, -1.829, -2.330], [-2.868, -0.782, 0.193], [-2.693, 0.974, 0.042], [-1.753, 0.074, 1.237], [-1.488, 1.528, -3.139], [-0.085, 2.072, -2.257], [-1.661, 2.243, -1.579], [-1.461, -1.955, 7.570], [-0.587, -0.561, 6.615], [-0.665, 0.746, 7.086], [-0.077, 1.753, 6.329], [0.513, 1.436, 5.116], [0.407, 0.208, 4.607], [0.031, -0.832, 5.375], [-1.200, 0.968, 8.001], [-0.094, 2.792, 6.610], [1.138, 2.111, 4.535], [0.140, -1.841, 4.979]], "spin_multiplicity": 3, "molar_mass_g_mol": 751.38, "charge": -1, "homo_lumo_gap_ev": [5.8, 5.5]}

***

# 2
{"formula": "C4H10NS", "method": "ωB97M-V/def2-TZVPD", "species": ["C", "C", "C", "C", "N", "S", "H", "H", "H", "H", "H", "H", "H", "H", "H", "H"], "coordinates": [[-1.138, -0.241, 0.381], [-1.024, -1.711, 0.235], [0.270, 0.120, -0.006], [1.071, 1.293, 0.924], [0.492, 0.430, -1.410], [0.836, -1.650, 0.220], [-2.086, 0.062, -0.156], [-1.039, 0.030, 1.474], [-1.458, -2.258, 1.160], [-1.498, -2.211, -0.756], [1.392, 0.717, 1.770], [0.421, 2.095, 1.047], [1.942, 1.696, 0.365], [0.359, 1.417, -1.510], [-0.009, -0.211, -2.148], [1.469, 0.423, -1.589]], "molar_mass_g_mol": 104.20, "charge": 1, "homo_lumo_gap_ev": 9.7}

***

# 3
{"formula": "C6H38O14", "method": "ωB97M-V/def2-TZVPD", "species": ["C", "C", "C", "C", "C", "C", "H", "H", "H", "H", "H", "H", "H", "H", "H", "H", "H", "H", "O", "H", "H", "O", "H", "H", "O", "H", "H", "O", "H", "H", "O", "H", "H", "O", "H", "H", "O", "H", "H", "O", "H", "H", "O", "H", "H", "O", "H", "H", "O", "H", "H", "O", "H", "H", "O", "H", "H", "O"], "coordinates": [[-1.470, -0.234, 3.421], [-1.154, -0.241, 1.951], [-2.084, 0.155, 1.078], [-1.666, 0.473, -0.301], [-2.596, 0.777, -1.212], [-2.164, 1.189, -2.627], [-0.547, -0.003, 3.961], [-1.842, -1.226, 3.710], [-2.269, 0.467, 3.695], [-0.186, -0.617, 1.661], [-3.110, 0.444, 1.291], [-0.598, 0.452, -0.535], [-3.621, 0.820, -0.817], [-1.689, 0.287, -3.034], [-2.991, 1.463, -3.281], [-1.451, 1.991, -2.453], [-3.866, 3.095, -0.917], [-2.423, 3.480, -1.423], [-3.022, 3.478, -0.671], [-2.453, 3.346, 0.773], [-2.367, 4.005, 2.135], [-2.044, 3.217, 1.681], [0.837, -4.271, -2.490], [1.107, -2.779, -2.018], [0.585, -3.592, -1.859], [4.506, 1.239, -0.921], [2.916, 1.580, -1.336], [3.677, 1.671, -0.713], [0.981, 3.398, 2.003], [-0.405, 2.821, 1.703], [0.547, 2.746, 1.439], [1.421, 1.220, -2.542], [1.462, 2.731, -2.096], [1.904, 2.049, -2.650], [-4.189, -1.945, -1.169], [-4.572, -1.003, -2.335], [-4.931, -1.601, -1.673], [0.415, 4.579, -1.005], [0.475, 3.233, -0.259], [0.366, 3.630, -1.159], [3.111, 0.929, 0.717], [1.923, 0.715, 1.745], [2.837, 0.483, 1.555], [1.209, -3.900, 0.074], [2.239, -4.403, 1.160], [1.440, -3.851, 1.022], [3.990, -3.217, 0.879], [4.373, -4.401, 0.179], [4.020, -4.180, 1.054], [2.894, -0.905, 0.655], [2.034, -2.264, 0.423], [2.766, -1.700, 0.076], [0.289, -4.035, 2.523], [-1.180, -3.745, 2.773], [-0.460, -4.296, 3.089], [2.521, -1.407, -3.065], [2.564, -1.091, -1.554], [1.938, -1.257, -2.312]], "molar_mass_g_mol": 334.36, "homo_lumo_gap_ev": 8.3}

***

# 4
{"formula": "CH5FN3O", "method": "ωB97M-V/def2-TZVPD", "species": ["N", "C", "O", "N", "N", "F", "H", "H", "H", "H", "H"], "coordinates": [[1.315, -0.834, -0.945], [0.522, 0.023, -0.315], [0.539, 1.260, -0.717], [-0.242, -0.357, 0.778], [-1.148, 0.653, 1.181], [-2.181, 0.560, 0.180], [1.896, -1.569, -0.597], [1.603, -0.532, -1.817], [-0.184, 1.926, -0.612], [-0.542, -1.341, 0.818], [-1.578, 0.212, 2.048]], "smiles": "N/C(O)=[NH+]/NF", "molar_mass_g_mol": 94.07, "charge": 1, "homo_lumo_gap_ev": 12.0}

***

# 5
{"formula": "C4H23N3O5", "method": "ωB97M-V/def2-TZVPD", "species": ["C", "C", "C", "C", "N", "N", "N", "H", "H", "H", "H", "H", "H", "H", "H", "H", "H", "H", "H", "H", "H", "H", "O", "H", "H", "O", "H", "H", "O", "H", "H", "O", "H", "H", "O"], "coordinates": [[0.851, -1.941, 0.517], [0.125, -0.837, 1.242], [-0.721, 0.078, 0.382], [-0.493, 1.445, 0.273], [-1.295, 2.432, -0.438], [-1.780, -0.556, -0.174], [1.748, -1.347, -0.578], [1.403, -2.710, 1.060], [-0.092, -2.382, 0.146], [0.704, -0.177, 1.899], [-0.445, -1.274, 2.088], [0.156, 1.917, 1.002], [-2.182, 2.654, 0.047], [-0.758, 3.266, -0.693], [-1.681, 2.122, -1.390], [-2.609, -0.014, -0.381], [-1.879, -1.545, 0.077], [2.716, -1.362, -0.258], [1.428, -0.446, -0.938], [1.573, -1.859, -1.455], [-1.136, 1.148, 4.038], [-1.585, -0.155, 3.901], [-1.158, 0.495, 3.309], [-2.553, -3.484, 1.657], [-1.876, -3.955, 0.290], [-1.806, -3.378, 1.058], [2.241, 0.295, -3.240], [3.140, 0.754, -2.158], [2.644, -0.041, -2.426], [3.627, 1.784, 0.990], [3.513, 2.944, -0.043], [3.435, 1.992, 0.063], [-1.113, 1.577, -3.654], [-2.512, 1.323, -3.310], [-1.631, 1.240, -2.902]], "spin_multiplicity": 2, "molar_mass_g_mol": 193.24, "charge": 3, "homo_lumo_gap_ev": [9.8, 6.0]}

***

# 6
{"formula": "C24H45Cl3N3O4SiTm", "method": "ωB97M-V/def2-TZVPD", "species": ["C", "C", "H", "H", "H", "C", "C", "H", "H", "H", "H", "Tm", "Cl", "Cl", "C", "O", "N", "C", "C", "H", "H", "H", "H", "H", "H", "H", "H", "H", "C", "C", "N", "H", "C", "O", "H", "H", "H", "H", "O", "C", "C", "C", "H", "C", "H", "C", "H", "C", "C", "H", "H", "H", "Si", "Cl", "C", "C", "C", "H", "H", "H", "H", "H", "H", "H", "H", "H", "C", "N", "C", "C", "C", "O", "H", "H", "H", "H", "H", "H", "H", "H", "H"], "coordinates": [[0.281, 3.916, -2.289], [-0.832, 3.333, -3.100], [1.263, 3.634, -2.687], [0.204, 3.538, -1.269], [0.218, 5.011, -2.290], [-0.929, 3.596, -4.415], [0.083, 4.399, -5.165], [-1.805, 3.324, -4.993], [1.133, 4.041, -5.067], [0.073, 5.451, -4.805], [-0.180, 4.391, -6.239], [0.740, 0.392, 2.235], [2.088, 2.480, 2.667], [-1.451, 1.643, 1.877], [-1.757, -1.400, 2.741], [-0.607, -1.429, 2.201], [-2.693, -2.320, 2.551], [-2.396, -3.533, 1.805], [-4.089, -1.970, 2.784], [-2.052, -0.552, 3.383], [-1.471, -3.992, 2.177], [-2.291, -3.328, 0.729], [-3.241, -4.208, 1.968], [-4.169, -1.421, 3.726], [-4.675, -2.888, 2.827], [-4.481, -1.329, 1.981], [6.543, 0.030, 0.859], [3.556, 1.025, -0.966], [5.988, -0.750, 0.324], [4.103, 0.082, -1.084], [4.569, -0.439, 0.197], [6.142, -1.688, 0.853], [3.739, -0.626, 1.212], [2.477, -0.445, 1.139], [3.429, -0.630, -1.571], [4.229, -0.934, 2.147], [6.398, -0.861, -0.678], [5.002, 0.210, -1.697], [-1.234, 1.733, -1.430], [-1.888, 2.575, -2.312], [-2.958, 1.311, -4.327], [-3.050, 1.935, -3.084], [-2.009, 1.285, -4.850], [-4.093, 0.810, -4.989], [-2.283, 3.366, -1.653], [-4.329, 2.111, -2.552], [-3.997, 0.364, -5.984], [-5.349, 0.930, -4.404], [-5.476, 1.613, -3.191], [-4.402, 2.699, -1.633], [-6.241, 0.598, -4.933], [-6.472, 1.786, -2.766], [-0.529, -0.526, -1.863], [1.090, 0.660, -2.435], [-0.672, -1.014, -3.662], [-2.216, -0.685, -0.911], [0.272, -1.910, -0.829], [-1.706, -0.950, -4.025], [-0.259, -2.036, -3.734], [-0.048, -0.357, -4.295], [-0.127, -2.801, -1.326], [-0.021, -2.000, 0.217], [1.355, -1.975, -0.857], [-3.026, -0.376, -1.575], [-2.254, -0.055, -0.014], [-2.390, -1.732, -0.622], [3.557, -2.343, 6.220], [2.570, -1.951, 5.218], [1.976, -2.974, 4.369], [2.268, -0.688, 4.967], [3.019, 0.396, 5.661], [1.362, -0.458, 4.097], [3.575, -3.437, 6.225], [3.225, -1.987, 7.208], [4.560, -1.926, 6.000], [0.891, -2.876, 4.359], [2.337, -2.911, 3.332], [2.241, -3.936, 4.801], [4.104, 0.279, 5.545], [2.703, 1.352, 5.246], [2.790, 0.348, 6.728]], "spin_multiplicity": 3, "molar_mass_g_mol": 743.02, "homo_lumo_gap_ev": 5.2}